[1]
{"formula": "C3H4N2", "method": "wB97M-V/def2-TZVPD", "symbols": ["N", "C", "C", "C", "N", "H", "H", "H", "H"], "coordinates": [[0.35157, 1.90992, 1.62680], [0.01805, 0.88002, 1.17511], [-0.38263, -0.23706, 0.41391], [0.18045, -0.41660, -0.81081], [-0.06887, -1.49171, -1.64114], [-1.17261, -0.89778, 0.77588], [0.98925, 0.16876, -1.21484], [0.07164, -1.39010, -2.70982], [-0.76238, -2.16650, -1.42012]], "smiles": "N#C/C=C/N", "homo_ev": -8.8344, "orbital_gap_ha": 0.3498, "total_charge": 0}

***

[2]
{"formula": "C3H4N2", "method": "wB97M-V/def2-TZVPD", "symbols": ["N", "C", "C", "C", "N", "H", "H", "H", "H"], "coordinates": [[2.12375, 0.72546, -0.54456], [1.76755, -0.34018, -0.15769], [0.34999, 0.23585, -0.06943], [-0.96814, -0.35650, -0.28317], [-0.55324, 0.17834, 1.04167], [0.44166, 1.26253, -0.46739], [-1.66135, 0.29040, -0.81677], [-1.13765, -1.42039, -0.39843], [-0.36257, -0.57551, 1.69576]], "homo_ev": -9.8891, "orbital_gap_ha": 0.3598, "total_charge": 0}

***

[3]
{"formula": "C3H4N2", "method": "wB97M-V/def2-TZVPD", "symbols": ["C", "C", "C", "N", "N", "H", "H", "H", "H"], "coordinates": [[-0.92499, 2.16781, -0.71218], [0.17391, -0.08417, 0.38058], [0.99155, -1.25658, 0.54127], [-1.45188, 1.02326, -0.72195], [-0.89083, 0.06431, -0.16367], [-1.52846, 2.94420, -1.37036], [0.97438, -2.13300, -0.20165], [0.54169, -1.64828, 1.45215], [2.11464, -1.07755, 0.79582]], "homo_ev": [-8.6609, -7.7517], "orbital_gap_ha": [0.3047, 0.2588], "total_charge": 0}

***

One value per record, in order, for energy relative to the best compared isomer or geometry (same formula, charge and spin): 19.7; 107.1; 152.8 kcal per mole.
One value per record, in order, for maximum force: 0.057; 0.058; 0.066 Eh/bohr.
One value per record, in order, for E: -226.19384; -226.05443; -225.98165 Eh.